Entry 1:
Below is a structure of composition C26H32MnNO6, with properties calculated with the ωB97M-V functional and the def2-TZVPD basis.

XYZ file:
```
66
Properties=species:S:1:pos:R:3:forces:R:3
O -0.061 -0.423 -4.635 -0.12 0.78 -1.87
C 0.061 0.901 -5.270 0.10 0.70 0.52
C 0.051 0.379 -6.689 -0.17 -0.07 0.71
H 1.012 1.386 -5.018 -0.43 -0.11 0.23
H -0.799 1.541 -5.026 0.35 -0.12 0.06
C 0.020 -0.985 -5.974 -0.03 -0.59 -1.43
H 0.974 0.594 -7.232 -0.38 -0.06 -0.18
H -0.866 0.655 -7.213 0.32 -0.20 -0.27
C 1.320 -1.726 -6.185 0.11 -0.32 0.12
H 2.174 -1.093 -5.920 -0.14 -0.09 -0.01
H 1.420 -2.027 -7.237 -0.04 0.07 0.27
H 1.342 -2.623 -5.561 0.11 -0.02 -0.03
C -1.193 -1.809 -6.350 0.02 -0.26 0.19
H -2.121 -1.253 -6.188 0.14 -0.03 0.05
H -1.212 -2.724 -5.754 -0.15 -0.04 -0.03
H -1.147 -2.086 -7.410 0.05 0.04 0.22
Mn -0.665 -0.968 1.220 0.72 0.39 0.72
C -2.263 -1.394 2.468 -0.84 1.04 -0.53
C -1.870 -0.028 2.729 -0.66 -0.45 -0.98
C -2.067 0.724 1.519 -0.54 -1.17 -0.06
H -1.581 0.373 3.697 0.10 -0.21 -0.30
C -2.596 -0.166 0.511 0.00 -0.27 1.00
C -2.667 -1.489 1.071 -0.89 0.98 0.46
H -3.063 -2.377 0.575 0.26 0.41 0.17
H -2.326 -2.168 3.226 0.18 0.10 -0.34
H -1.950 1.797 1.416 0.20 -0.24 -0.11
H -2.967 0.133 -0.469 0.43 -0.28 0.31
C 0.502 -2.061 2.600 0.97 -0.40 -0.83
C -0.247 -2.926 1.703 0.99 -0.05 -0.18
C 0.207 -2.678 0.358 0.44 0.21 0.45
H -0.954 -3.699 1.990 0.07 0.40 -0.07
C 1.265 -1.701 0.432 -0.24 -0.71 0.77
C 1.465 -1.365 1.807 -0.26 -1.19 -0.47
H 2.280 -0.759 2.172 -0.37 0.17 -0.06
H 0.443 -2.004 3.685 -0.16 -0.05 -0.38
H -0.109 -3.192 -0.545 -0.05 0.16 0.27
H 1.887 -1.378 -0.397 -0.31 0.03 0.26
O 1.562 0.724 -2.932 -1.82 0.48 1.93
C 0.450 0.112 -2.162 0.93 0.35 0.43
C -0.756 1.033 -2.306 0.23 0.42 -0.70
H 0.747 0.130 -1.099 0.08 0.16 -0.19
H 0.273 -0.929 -2.438 0.23 0.32 -0.31
C -0.097 2.431 -2.456 -0.03 -0.14 0.02
H -1.468 1.012 -1.477 0.37 -0.15 -0.13
H -1.269 0.767 -3.232 -0.19 0.04 0.39
C 1.414 2.115 -2.518 0.14 -0.36 0.15
H -0.297 3.074 -1.589 -0.01 -0.08 -0.29
H -0.468 2.930 -3.358 0.18 -0.01 0.25
H 1.795 2.228 -1.479 0.19 -0.06 -0.59
H 1.976 2.757 -3.208 -0.08 -0.29 0.23
O -0.157 2.899 2.886 -0.51 0.90 -0.94
C 0.530 1.887 3.143 2.95 -4.33 0.70
O 1.069 1.095 2.296 -1.84 3.15 1.22
C 0.693 1.543 4.633 -0.42 0.56 1.11
C 1.558 0.524 5.108 -0.29 0.51 -0.77
C 1.680 0.257 6.466 -0.57 0.26 0.49
C 0.895 0.975 7.391 0.15 0.71 -2.35
C 0.065 2.021 6.947 0.24 -0.71 0.41
C -0.046 2.282 5.586 0.38 -0.15 -0.31
N 0.957 0.648 8.783 -0.33 -1.07 3.72
O 1.683 -0.305 9.153 -1.34 2.09 -1.15
O 0.221 1.292 9.569 1.60 -1.14 -1.85
H 2.142 -0.058 4.397 -0.06 0.22 0.15
H 2.360 -0.506 6.837 -0.19 0.11 -0.13
H -0.499 2.596 7.676 0.08 -0.13 -0.13
H -0.713 3.086 5.274 0.18 -0.19 0.00
```
Forces are in eV/Å.

Summary:
- Gap between HOMO and LUMO (spin up / spin down): 7.36 / 4.19 eV
- Energy: -2666.57316 Eh
- Charge: +1
- Multiplicity: 4
- Energy above the lowest of the compared OMol25 structures with the same formula, charge and spin: 0.000 eV
- HOMO (spin up / spin down): -11.49 / -11.49 eV
- Lowest unoccupied orbital energy (spin up / spin down): -4.134 / -7.299 eV



Entry 2:
Below is a structure of composition C33H38FeN6S, with properties calculated with the ωB97M-V functional and the def2-TZVPD basis.

XYZ file:
```
79
Properties=species:S:1:pos:R:3:forces:R:3
Fe -0.097 -0.300 0.333 0.31 0.67 -0.26
C 1.263 -2.110 -3.261 -0.09 0.02 0.10
C 1.182 -0.658 -2.793 0.07 0.00 0.03
C 2.542 -0.112 -2.432 -0.02 -0.09 -0.02
C 3.367 0.107 -3.531 0.02 0.02 0.02
C 4.652 0.582 -3.391 0.00 0.01 -0.03
C 5.101 0.883 -2.123 0.06 -0.01 0.05
C 4.318 0.694 -0.989 0.05 0.08 0.05
C 4.972 1.176 0.295 -0.01 -0.01 -0.08
C 5.917 0.143 0.921 0.04 0.06 -0.01
C 3.021 0.138 -1.132 -0.02 0.05 0.22
N 2.146 -0.037 0.003 0.12 -0.46 -0.32
C 2.638 -0.171 1.194 -0.02 -0.20 0.01
C 1.797 -0.142 2.340 0.11 -0.03 -0.09
C 2.095 -0.140 3.691 -0.05 -0.04 0.18
C 0.860 -0.065 4.367 0.10 -0.02 0.01
C -0.125 -0.033 3.396 0.05 -0.07 -0.12
N 0.436 -0.076 2.159 -0.24 -0.07 0.63
H 0.295 -2.466 -3.620 -0.04 -0.03 0.02
H 1.604 -2.764 -2.456 0.01 -0.02 0.03
H 1.972 -2.201 -4.083 -0.01 -0.04 0.00
H 0.479 -0.553 -1.975 -0.09 0.00 0.13
H 0.775 -0.041 -3.597 0.01 0.01 -0.02
H 2.972 -0.092 -4.521 0.00 0.00 0.02
H 5.281 0.747 -4.256 0.00 0.01 0.01
H 6.090 1.307 -1.992 -0.01 0.00 -0.01
H 4.233 1.530 1.015 0.02 0.04 0.02
H 5.570 2.049 0.034 -0.03 0.05 0.02
H 5.439 -0.824 1.088 0.07 -0.01 -0.01
H 6.312 0.498 1.874 -0.01 0.00 -0.02
H 6.760 -0.039 0.254 -0.01 -0.02 0.00
H 3.688 -0.357 1.371 -0.07 0.09 -0.02
H 3.083 -0.169 4.125 -0.03 0.00 0.01
H 0.700 -0.026 5.432 0.03 0.00 -0.01
H -1.196 0.019 3.522 0.01 0.01 -0.03
S -4.262 1.450 -0.305 -0.13 0.07 0.03
C -4.575 -0.173 0.225 -0.13 -0.07 -0.05
C -5.803 -0.820 0.345 0.04 0.07 0.01
C -5.808 -2.115 0.819 0.01 -0.03 0.01
C -4.614 -2.749 1.180 -0.01 -0.01 0.01
C -3.397 -2.110 1.053 0.01 0.07 0.02
C -3.376 -0.808 0.550 0.25 0.18 -0.02
N -2.248 0.002 0.353 -0.48 -0.36 0.23
C -2.586 1.198 -0.056 0.14 0.03 -0.03
C -1.544 2.188 -0.277 0.04 0.33 -0.07
C -1.799 3.556 -0.372 -0.12 -0.08 -0.05
C -0.734 4.432 -0.479 0.02 0.01 0.00
C 0.565 3.939 -0.510 0.07 -0.05 -0.05
C 0.813 2.569 -0.438 -0.27 0.31 -0.13
C -0.246 1.682 -0.310 0.15 -0.35 -0.02
H -6.725 -0.318 0.085 0.01 -0.01 0.00
H -6.747 -2.640 0.927 0.01 0.00 0.00
H -4.648 -3.757 1.572 0.01 0.01 0.00
H -2.474 -2.589 1.344 0.01 -0.03 0.04
H -2.815 3.933 -0.342 0.02 0.01 0.03
H -0.914 5.497 -0.530 0.01 -0.01 -0.01
H 1.397 4.628 -0.588 -0.02 0.01 -0.02
H 1.831 2.214 -0.499 0.00 0.09 0.07
C -0.067 -5.217 1.492 0.05 -0.03 -0.05
N 0.408 -4.060 0.733 -0.10 0.10 0.12
C 1.406 -3.275 1.431 0.00 0.04 0.02
C -0.384 -3.479 -0.199 -0.17 -0.05 -0.14
N -0.512 -2.169 -0.328 0.14 -0.42 -0.38
N -1.075 -4.332 -1.006 -0.07 0.03 0.01
C -2.195 -3.869 -1.812 0.05 -0.02 0.03
C -0.490 -5.591 -1.461 -0.03 0.02 0.01
H -0.332 -4.901 2.505 0.02 0.01 0.00
H 0.716 -5.973 1.561 0.00 0.00 -0.01
H -0.943 -5.655 1.027 -0.01 0.01 0.01
H 2.179 -3.949 1.799 0.00 0.00 -0.01
H 0.985 -2.733 2.282 -0.02 0.03 0.03
H 1.859 -2.574 0.739 0.06 0.06 -0.04
H -1.048 -1.989 -1.171 0.05 -0.02 -0.08
H -1.870 -3.473 -2.778 0.04 0.04 -0.06
H -2.772 -3.116 -1.281 0.00 0.00 0.02
H -2.854 -4.715 -2.003 0.01 -0.01 0.00
H 0.484 -5.743 -1.009 0.01 0.00 0.00
H -0.366 -5.557 -2.546 -0.01 0.00 0.00
H -1.136 -6.435 -1.214 0.00 0.00 0.01
```
Forces are in eV/Å.

Summary:
- Gap between HOMO and LUMO (spin up / spin down): 7.73 / 6.85 eV
- Energy: -3270.54733 Eh
- Charge: +1
- Multiplicity: 6
- Energy above the lowest of the compared OMol25 structures with the same formula, charge and spin: 0.000 eV
- HOMO (spin up / spin down): -10.29 / -10.27 eV
- Lowest unoccupied orbital energy (spin up / spin down): -2.563 / -3.421 eV



Entry 3:
Below is a cluster of 2 separate species, C4H9O in total, with properties calculated with the ωB97M-V functional and the def2-TZVPD basis.

XYZ file:
```
14
Properties=species:S:1:pos:R:3:forces:R:3
C 2.475 -1.581 -0.381 1.54 -0.67 0.10
O 1.237 -1.966 -0.032 0.90 0.53 0.77
H 3.383 -2.422 -0.258 -1.62 1.15 -0.56
H 2.473 -1.176 -1.393 0.42 -0.46 -1.22
H 3.124 -0.674 0.029 -1.30 -0.55 0.95
C -0.715 0.378 0.977 1.18 1.60 2.80
C -1.317 1.391 -0.003 0.95 -1.59 -2.03
C -2.526 1.347 -0.626 0.28 -0.84 1.24
H -1.224 0.386 1.972 -0.02 0.43 -0.50
H -0.756 -0.657 0.758 0.15 -0.99 -1.20
H 0.425 0.560 1.297 -2.52 -0.17 -1.26
H -0.450 1.860 -0.541 -1.26 0.61 0.62
H -2.840 1.993 -1.451 0.48 -0.11 0.28
H -3.289 0.562 -0.348 0.82 1.05 0.01
```
Forces are in eV/Å.

Summary:
- Gap between HOMO and LUMO: 5.96 eV
- Energy: -232.93716 Eh
- Charge: -1
- Energy above the lowest of the compared OMol25 structures with the same formula, charge and spin: 2.226 eV
- HOMO: -2.08 eV
- Lowest unoccupied orbital energy: 3.873 eV



Entry 4:
Below is a structure of composition C3H3Cl2NS, with properties calculated with the ωB97M-V functional and the def2-TZVPD basis.

XYZ file:
```
10
Properties=species:S:1:pos:R:3:forces:R:3
C -1.536 1.917 0.039 -0.09 0.20 -0.05
C 1.807 -0.508 -0.124 -0.44 3.27 -2.08
C -0.741 0.770 0.050 0.11 -1.48 -0.01
N -2.109 2.916 -0.032 -0.16 0.05 0.06
S 0.821 0.895 0.746 0.41 -1.25 -0.86
Cl -2.652 -3.033 0.529 0.08 0.22 0.05
Cl -1.514 -0.763 -0.363 0.71 1.06 0.12
H 1.658 -0.341 -1.296 0.75 -0.37 2.73
H 1.446 -1.426 0.163 -1.18 -2.06 0.61
H 2.820 -0.427 0.288 -0.20 0.35 -0.58
```
Forces are in eV/Å.

Summary:
- Gap between HOMO and LUMO (spin up / spin down): 8.75 / 5.18 eV
- Energy: -1489.30737 Eh
- Energy above the lowest of the compared OMol25 structures with the same formula, charge and spin: 2.898 eV
- HOMO (spin up / spin down): -10.90 / -8.73 eV
- Lowest unoccupied orbital energy (spin up / spin down): -2.146 / -3.555 eV



Entry 5:
Below is a structure of composition C48H53CrN6O2Sb, with properties calculated with the ωB97M-V functional and the def2-TZVPD basis.

XYZ file:
```
111
Properties=species:S:1:pos:R:3:forces:R:3
Cr -0.349 -0.422 -0.008 0.03 0.08 -0.08
C -7.143 -0.934 2.047 0.01 0.00 0.00
C -5.666 -0.714 1.857 0.00 0.00 0.00
C -4.927 0.010 2.785 0.01 0.00 0.00
C -3.540 0.258 2.661 -0.01 0.03 -0.01
C -2.852 0.978 3.658 0.01 0.01 0.00
N -1.496 1.194 3.669 0.00 -0.01 0.01
C -0.783 1.762 4.796 -0.02 0.01 -0.01
C -0.594 3.283 4.716 0.00 -0.01 -0.01
C -0.307 3.820 3.310 -0.01 0.01 0.02
N 0.560 2.949 2.511 -0.03 -0.01 0.02
C 1.801 3.156 2.235 0.01 0.00 -0.01
C 2.610 2.326 1.395 0.01 0.02 -0.01
C 3.944 2.705 1.191 0.01 0.00 0.00
C 4.798 2.010 0.356 -0.01 0.02 0.00
C 6.221 2.439 0.133 0.00 0.00 0.01
C 4.254 0.924 -0.322 0.01 -0.01 0.01
C 2.927 0.517 -0.180 0.01 -0.02 -0.04
C 2.456 -0.520 -1.075 0.00 0.02 -0.01
N 1.254 -0.926 -1.261 0.01 -0.05 0.05
C 1.083 -1.878 -2.377 -0.01 0.00 0.00
C -0.092 -2.824 -2.217 0.00 0.01 0.02
C -1.441 -2.123 -2.261 0.01 -0.02 0.00
N -1.776 -1.477 -0.986 -0.09 0.00 0.00
C -3.010 -1.559 -0.604 0.04 0.01 -0.03
C -3.626 -0.994 0.559 0.02 0.00 0.00
C -5.011 -1.227 0.753 0.00 -0.02 0.00
C -2.895 -0.246 1.487 -0.05 0.01 0.02
O -1.615 0.032 1.307 0.00 -0.03 0.03
C 2.077 1.190 0.728 -0.01 -0.03 0.03
O 0.863 0.800 0.968 0.00 0.02 -0.01
H -7.467 -0.605 3.033 0.00 0.00 0.00
H -7.400 -1.988 1.943 0.00 0.00 0.00
H -7.718 -0.379 1.304 0.00 0.00 0.00
H -5.432 0.401 3.662 0.00 -0.01 0.00
H -3.409 1.385 4.494 0.01 0.00 0.00
H -0.978 0.589 3.051 -0.01 0.01 -0.01
H 0.196 1.281 4.833 0.00 0.00 0.00
H -1.284 1.514 5.734 0.01 -0.01 0.01
H 0.211 3.563 5.398 0.00 0.00 0.00
H -1.492 3.797 5.066 0.00 0.00 0.00
H 0.158 4.804 3.363 0.00 0.00 -0.01
H -1.232 3.914 2.743 0.00 -0.01 0.00
H 0.143 2.113 2.096 -0.01 0.00 -0.01
H 2.254 4.047 2.662 0.01 0.00 0.00
H 4.313 3.583 1.713 0.00 0.00 0.00
H 6.572 3.078 0.942 0.00 0.00 0.00
H 6.316 3.000 -0.798 0.00 0.00 0.00
H 6.888 1.580 0.071 0.00 0.00 0.00
H 4.885 0.374 -1.015 0.00 0.01 -0.01
H 3.238 -0.958 -1.700 0.00 0.01 0.00
H 2.007 -2.445 -2.507 0.01 0.00 0.00
H 0.932 -1.287 -3.287 0.00 0.00 0.00
H 0.000 -3.413 -1.301 0.00 0.00 -0.01
H -0.048 -3.528 -3.050 0.00 0.00 -0.01
H -2.225 -2.839 -2.515 0.00 0.00 0.00
H -1.437 -1.357 -3.045 0.00 0.01 0.00
H -3.684 -2.131 -1.244 0.00 -0.01 0.00
H -5.553 -1.815 0.020 0.01 0.00 0.00
N 1.282 -3.447 2.432 0.00 0.00 0.01
C -0.042 -3.797 2.551 0.00 0.01 0.00
C -0.726 -2.923 1.769 -0.03 0.00 0.00
N 0.168 -2.057 1.174 0.06 0.04 -0.02
C 1.369 -2.398 1.600 -0.03 -0.02 0.01
H 2.057 -3.898 2.890 0.00 0.00 0.00
H -0.371 -4.613 3.168 0.01 0.00 0.00
H -1.787 -2.848 1.606 0.01 0.00 0.00
H 2.294 -1.912 1.340 0.01 -0.02 0.01
C -0.619 2.589 -5.114 0.00 0.01 0.01
C -1.840 1.838 -4.662 0.01 -0.01 -0.01
C -2.781 1.469 -5.626 0.00 -0.01 -0.01
C -3.957 0.822 -5.292 0.00 0.00 0.00
C -4.234 0.537 -3.961 0.01 -0.01 0.00
C -3.310 0.885 -2.992 -0.01 -0.01 -0.01
C -2.109 1.518 -3.331 -0.02 0.00 0.06
Sb -0.999 1.892 -1.550 0.02 -0.02 0.01
C 0.697 3.186 -1.742 -0.04 0.02 0.06
C 0.651 4.348 -0.965 0.01 -0.03 -0.01
C 1.748 5.190 -0.874 0.01 0.01 -0.01
C 2.913 4.872 -1.558 0.00 0.01 0.01
C 2.963 3.723 -2.328 -0.01 -0.03 -0.02
C 1.866 2.867 -2.437 0.05 0.02 -0.01
C 1.995 1.675 -3.347 -0.01 -0.01 0.01
C -2.355 3.244 -0.630 0.01 -0.04 0.00
C -2.724 2.986 0.689 0.01 0.03 0.00
C -3.655 3.783 1.339 0.00 0.00 -0.01
C -4.216 4.856 0.666 -0.01 0.00 0.00
C -3.836 5.128 -0.640 0.00 -0.01 -0.01
C -2.908 4.337 -1.315 0.01 0.01 0.00
C -2.551 4.690 -2.733 0.00 0.00 0.00
H -0.893 3.342 -5.852 0.00 0.00 0.00
H 0.098 1.918 -5.592 -0.01 0.00 -0.01
H -0.118 3.096 -4.291 -0.01 0.00 -0.01
H -2.587 1.717 -6.663 0.00 0.00 0.00
H -4.667 0.559 -6.065 0.00 0.00 0.00
H -5.166 0.063 -3.681 0.00 0.00 0.00
H -3.548 0.690 -1.950 0.00 0.01 0.00
H -0.259 4.607 -0.436 0.00 0.02 0.00
H 1.686 6.101 -0.292 0.00 -0.01 0.00
H 3.774 5.525 -1.505 0.00 0.00 0.00
H 3.868 3.486 -2.877 0.00 0.00 0.00
H 2.087 1.998 -4.384 -0.01 0.00 0.00
H 1.133 1.007 -3.288 0.01 0.01 -0.01
H 2.895 1.103 -3.116 0.00 -0.01 0.01
H -2.283 2.154 1.218 0.00 -0.02 0.01
H -3.944 3.553 2.357 0.00 0.00 0.00
H -4.949 5.485 1.153 0.01 0.00 0.00
H -4.270 5.976 -1.156 0.00 0.00 0.00
H -2.737 5.747 -2.919 0.00 0.00 0.00
H -3.150 4.116 -3.442 0.01 0.00 0.00
H -1.499 4.497 -2.951 0.00 0.01 0.00
```
Forces are in eV/Å.

Summary:
- Gap between HOMO and LUMO (spin up / spin down): 4.50 / 6.82 eV
- Energy: -3624.27812 Eh
- Charge: +2
- Multiplicity: 5
- Energy above the lowest of the compared OMol25 structures with the same formula, charge and spin: 0.000 eV
- HOMO (spin up / spin down): -10.10 / -12.48 eV
- Lowest unoccupied orbital energy (spin up / spin down): -5.602 / -5.659 eV